C23H23FN4O7STc | ωB97M-V/def2-TZVPD

Summary:
Multiplicity: 4
Calculated total energy in eV: -60254.938
LUMO energy (alpha / beta) in eV: -5.93 / -6.47
Charge: +2
Relative energy (zero: lowest compared OMol25 entry of this formula, charge and spin) in eV: 0.000
Max |F| in eV Å⁻¹: 0.36
HOMO energy (alpha / beta) in eV: -13.483 / -13.505
HOMO-LUMO gap (alpha / beta) in eV: 7.55 / 7.04

Each line ends with the Löwdin spin population.
Cartesian coordinates (Å):
Tc  -2.6816  -0.6614  2.7219  2.37
S  -2.6674  0.2852  5.7962  0.08
F  3.5553  -2.0866  0.4895  0.00
O  -3.2066  1.0264  2.0853  0.10
O  -4.4805  -3.2455  0.1367  0.02
O  -3.3583  2.6296  0.5735  0.02
O  -4.1282  0.0991  5.8616  0.08
O  -3.2645  -1.8364  1.3341  0.14
O  -0.9077  -0.5406  1.8649  0.05
O  -4.4996  -1.0499  3.5954  0.03
N  6.8610  -0.9539  -2.9640  0.00
N  -2.0241  -0.0050  4.4823  0.05
N  4.3468  -0.5453  -1.7181  0.00
N  0.2160  1.9412  -1.1815  0.01
C  2.7261  -1.1273  0.0538  0.00
C  -0.9478  2.1089  -0.5652  0.00
C  0.6827  0.0860  0.2743  0.00
C  -0.5928  0.2711  0.9226  0.01
C  -4.4465  -2.4120  0.9900  0.01
C  -6.8873  -2.0552  0.9957  0.00
C  3.1337  -0.3281  -1.0335  0.00
C  -5.6701  -1.8691  1.6515  0.00
C  -5.6965  -1.2095  2.8745  0.00
C  -8.0680  -1.5818  1.5370  0.00
C  4.9076  -1.8850  -1.7900  0.00
C  1.5330  -0.9500  0.6839  0.00
C  1.0749  0.9239  -0.7801  0.00
C  5.7755  -1.9979  -3.0294  0.00
C  -1.4023  1.3243  0.4768  0.01
C  2.2969  0.6974  -1.4290  0.00
C  -6.8621  -0.7327  3.4396  0.00
C  6.2887  0.4321  -2.8215  0.00
C  0.5862  2.8860  -2.2608  0.00
C  1.5360  3.9634  -1.7693  0.00
C  -2.7416  1.7113  1.0252  0.02
C  5.3796  0.4721  -1.6065  0.00
C  -8.0540  -0.9205  2.7565  0.00
H  -4.6234  -0.6213  4.4926  0.00
H  2.5925  1.3022  -2.2734  0.00
H  7.4528  -1.0072  -3.7947  0.00
H  4.9325  1.4625  -1.5481  0.00
H  5.2077  -1.7999  -3.9366  0.00
H  6.2555  -2.9719  -3.0984  0.00
H  0.9965  2.3092  -3.0879  0.00
H  -9.0004  -1.7314  1.0114  0.00
H  7.4686  -1.1526  -2.1645  0.00
H  -6.8426  -0.2278  4.3978  0.00
H  4.1117  -2.6225  -1.8728  0.00
H  -1.5780  2.9188  -0.9112  0.00
H  5.7350  0.6304  -3.7374  0.00
H  5.9787  0.3358  -0.6921  0.00
H  1.7870  4.6312  -2.5926  0.00
H  -0.3438  3.3185  -2.6214  0.00
H  5.4992  -2.1430  -0.9013  0.00
H  -6.8770  -2.5842  0.0525  0.00
H  2.4610  3.5415  -1.3753  0.00
H  1.2564  -1.5912  1.5089  0.00
H  7.1191  1.1294  -2.7328  0.00
H  1.0731  4.5588  -0.9827  0.00
H  -8.9745  -0.5492  3.1859  0.00

C5H9NO | ωB97M-V/def2-TZVPD

Summary:
SMILES: C[C@@H]1C(=O)N[C@@H]1C
Calculated total energy in eV: -8867.431
LUMO energy in eV: 0.91
Charge: 0
Relative energy (zero: lowest compared OMol25 entry of this formula, charge and spin) in eV: 1.782
Max |F| in eV Å⁻¹: 1.80
HOMO energy in eV: -9.575
HOMO-LUMO gap in eV: 10.48

Each line ends with the Löwdin charge.
Cartesian coordinates (Å):
O  -0.9723  2.3858  0.1542  0.07
N  0.6530  0.9995  1.1727  0.11
C  0.5123  -0.4367  0.9268  -0.30
C  -0.4983  1.3407  0.5185  -0.53
C  -1.4245  0.0987  -1.3824  -0.03
C  1.6153  -1.0581  0.1123  -0.06
C  -0.8904  -0.0757  0.2019  -0.11
H  2.5710  -1.0586  0.6487  0.08
H  1.3546  -2.0922  -0.1210  0.08
H  -2.5309  0.1129  -1.4439  0.07
H  1.4842  1.5365  1.3625  0.14
H  -1.1505  0.9823  -2.0139  0.08
H  -1.7304  -0.5008  0.7633  0.13
H  -1.1313  -0.7558  -1.9669  0.04
H  1.7486  -0.5093  -0.8232  0.08
H  0.3894  -0.9693  1.8905  0.14

C28H25CoFIN5O7 | ωB97M-V/def2-TZVPD

Summary:
Multiplicity: 2
Calculated total energy in eV: -99673.458
LUMO energy (alpha / beta) in eV: 3.60 / 3.60
Charge: -2
Relative energy (zero: lowest compared OMol25 entry of this formula, charge and spin) in eV: 0.710
Max |F| in eV Å⁻¹: 3.77
HOMO energy (alpha / beta) in eV: -1.368 / -1.874
HOMO-LUMO gap (alpha / beta) in eV: 4.96 / 5.47

Each line ends with the Löwdin spin population.
Cartesian coordinates (Å):
I  -3.4896  2.9009  -1.2835  -0.01
Co  -1.7151  0.1750  0.0102  1.02
F  -3.2671  0.2778  0.9134  -0.01
O  -3.1798  -4.0273  -1.3262  0.00
O  -1.1955  2.0761  0.9225  0.02
O  0.2092  -0.2018  1.5534  0.00
O  -2.3840  -1.9231  -1.3101  0.02
O  -4.0558  -5.4997  0.0405  0.00
O  -2.7327  4.3064  4.8141  0.00
O  -4.3472  -5.8948  2.2284  0.00
N  -0.1057  0.1345  -1.0321  -0.01
N  -2.9768  -3.4834  2.8299  0.00
N  -2.0691  -2.0254  1.4552  0.00
N  3.7377  -1.0420  -4.2443  0.00
N  3.8702  1.1802  -4.1284  0.00
C  3.2278  0.1174  -3.6869  0.00
C  0.0309  2.0356  4.3344  0.00
C  -0.8285  2.9322  4.9170  0.00
C  1.4510  -1.0634  -2.3954  0.00
C  6.6113  0.6689  -6.5717  0.00
C  -3.9649  4.5599  4.1744  0.00
C  5.6040  -1.4301  -5.8980  0.00
C  1.6456  1.2921  -2.1852  0.00
C  4.7575  -0.6922  -5.0890  0.00
C  2.1269  0.1087  -2.7642  -0.01
C  0.5552  1.2599  -1.3511  -0.01
C  -1.8738  3.4743  4.1391  0.00
C  0.6397  0.5059  2.4561  0.00
C  6.5380  -0.7231  -6.6455  0.00
C  -2.6340  0.9491  -1.5561  -0.03
C  -2.7319  -2.9696  -0.7529  0.00
C  0.3766  -1.0074  -1.5407  -0.01
C  4.8198  0.7167  -4.9965  0.00
C  -1.9127  -1.4916  3.8961  0.00
C  5.7669  1.4036  -5.7545  0.00
C  2.0047  0.1446  3.0299  0.00
C  -0.0958  1.6315  2.9942  0.00
C  -2.2895  -2.3118  2.7151  0.00
C  -1.9996  3.1716  2.8131  0.00
C  -2.6510  -3.0212  0.7327  0.00
C  -1.1067  2.2582  2.1636  0.01
C  -3.2152  -3.9501  1.5648  0.00
C  -3.9297  -5.2061  1.3018  0.00
H  -4.6024  5.0356  4.9200  0.00
H  3.4056  -1.9693  -4.0547  0.00
H  -2.7903  3.5785  2.1960  0.00
H  0.1673  2.1635  -0.8966  0.00
H  7.2167  -1.2625  -7.2939  0.00
H  -3.8533  5.2327  3.3189  0.00
H  -3.6091  -4.6967  -0.5857  0.00
H  0.7892  1.5763  4.9595  0.00
H  -3.4875  0.3186  -1.7883  0.00
H  2.3061  0.7841  3.8560  0.00
H  -0.1527  -1.9046  -1.2581  0.00
H  5.8291  2.4825  -5.6986  0.00
H  2.1445  2.2231  -2.4168  0.00
H  2.7312  0.2474  2.2217  0.00
H  -4.4302  3.6324  3.8307  0.00
H  -1.6335  -0.4980  3.5608  0.00
H  2.0005  -0.8996  3.3462  0.00
H  -3.3041  -3.9407  3.6625  0.00
H  -0.7535  3.2039  5.9625  0.00
H  -2.7554  -1.3972  4.5834  0.00
H  5.5445  -2.5105  -5.9462  0.00
H  7.3506  1.1880  -7.1702  0.00
H  -1.0699  -1.9325  4.4367  0.00
H  -2.0154  1.0578  -2.4509  0.00
H  1.7506  -2.0300  -2.7828  0.00

C5H10NO2 | ωB97M-V/def2-TZVPD

Summary:
Calculated total energy in eV: -10933.412
LUMO energy in eV: 4.12
Charge: -1
Relative energy (zero: lowest compared OMol25 entry of this formula, charge and spin) in eV: 0.853
Max |F| in eV Å⁻¹: 1.75
HOMO energy in eV: -3.917
HOMO-LUMO gap in eV: 8.03

Each line ends with the Löwdin charge.
Cartesian coordinates (Å):
O  -1.7390  1.5610  -1.0120  -0.13
O  0.5164  1.2284  -1.1996  -0.11
N  -0.5660  2.5140  -2.7275  0.07
C  -0.3558  -1.1445  0.7214  -0.19
C  0.8774  -1.0036  1.1998  -0.22
C  -1.5203  -0.2841  1.1777  -0.12
C  2.0400  -1.8954  0.8640  -0.14
C  -0.6021  1.7249  -1.5554  -0.81
H  0.3805  2.7595  -2.9964  0.06
H  1.1108  -0.2072  1.9082  0.10
H  -2.4763  -0.8441  1.2679  0.06
H  -1.2037  3.3099  -2.7026  0.06
H  -1.6164  0.5989  0.4836  0.04
H  -1.3356  0.0464  2.2176  0.06
H  1.7260  -2.6875  0.1999  0.05
H  2.4362  -2.4431  1.7280  0.05
H  2.8685  -1.3008  0.4423  0.07
H  -0.5408  -1.9329  -0.0168  0.10

C6H9NO9Pb | ωB97M-V/def2-TZVPD

Summary:
Calculated total energy in eV: -31533.762
LUMO energy in eV: 5.54
Charge: -2
Relative energy (zero: lowest compared OMol25 entry of this formula, charge and spin) in eV: 0.420
Max |F| in eV Å⁻¹: 2.28
HOMO energy in eV: -2.048
HOMO-LUMO gap in eV: 7.58

Each line ends with the Löwdin charge.
Cartesian coordinates (Å):
Pb  0.1273  -0.3639  -0.2779  1.72
O  -2.0598  -1.0883  -1.5311  -0.15
O  -1.1387  -2.9034  -0.6833  -0.15
O  2.1139  0.6121  1.1700  -0.18
O  3.0192  -0.4648  -0.5246  -0.12
O  0.7482  -0.6951  -2.8297  -0.14
O  1.3204  0.7855  -4.3005  -0.06
O  0.8245  1.3751  -2.2471  -0.12
O  -1.2339  1.8490  0.4698  -0.14
O  -1.2397  0.1934  1.9044  -0.16
N  0.9745  0.5006  -3.1372  -0.60
C  3.1350  0.2207  0.5273  -0.77
C  -2.1278  -2.2950  -1.1842  -0.78
C  4.5022  0.6567  0.9802  -0.05
C  -3.4297  -3.0503  -1.2447  -0.05
C  -1.7802  2.3939  2.7390  -0.04
C  -1.3995  1.4103  1.6500  -0.78
H  -2.8708  2.4506  2.7929  0.06
H  -4.3104  -2.4021  -1.3006  0.06
H  -3.5446  -3.7689  -2.0580  0.06
H  -3.6158  -3.5927  -0.3142  0.06
H  -1.3495  2.3329  3.7358  0.06
H  4.6965  0.5915  2.0543  0.06
H  -1.4892  3.3763  2.3538  0.06
H  4.7605  1.6966  0.7463  0.06
H  5.3674  0.1789  0.5091  0.06

C22H20N4O6S | ωB97M-V/def2-TZVPD

Summary:
SMILES: COc1ccc(-n2c(SCC(=O)Nc3cc(C)on3)nc3ccc(O)cc3c2=O)cc1OC
Calculated total energy in eV: -52218.570
LUMO energy in eV: 0.47
Charge: 0
Relative energy (zero: lowest compared OMol25 entry of this formula, charge and spin) in eV: 2.332
Max |F| in eV Å⁻¹: 1.36
HOMO energy in eV: -7.982
HOMO-LUMO gap in eV: 8.46

Each line ends with the Löwdin charge.
Cartesian coordinates (Å):
S  -0.7845  -2.1756  -1.4467  1.05
O  -1.3251  2.5726  -0.2506  0.10
O  -4.9855  0.1598  1.8070  -0.11
O  5.9835  -1.0618  0.2936  0.00
O  3.4290  4.5198  -0.5305  0.06
O  -6.4366  -0.6798  -0.5549  -0.06
O  1.3462  -2.3364  0.6967  0.07
N  -1.0009  0.4234  -0.9281  0.06
N  3.0265  -2.4479  -0.8299  0.15
N  1.1253  -0.3959  -1.5153  0.10
N  5.1987  -1.6320  -0.6544  0.09
C  -4.2484  0.6470  2.9031  -0.07
C  0.8036  -3.0607  -1.5292  -0.35
C  0.8802  1.9064  -0.8323  -0.06
C  2.8133  3.3345  -0.7737  -0.31
C  5.9671  -0.3413  2.6122  0.00
C  3.0371  1.0491  -1.5110  0.01
C  -0.5525  1.7182  -0.6304  -0.35
C  -4.3545  0.0250  0.6008  -0.17
C  -5.1114  -0.3841  -0.5174  -0.19
C  -0.1320  -0.5539  -1.3053  -0.55
C  3.5976  2.2741  -1.2496  0.01
C  5.2948  -0.9544  1.4422  -0.31
C  4.0397  -1.4615  1.2676  0.06
C  1.4595  3.1481  -0.5729  0.05
C  -2.9986  0.2701  0.4360  0.06
C  -7.2605  -0.5573  0.5839  -0.07
C  -2.3895  0.1334  -0.8018  -0.27
C  4.0379  -1.8760  -0.0888  -0.32
C  1.7255  -2.5503  -0.4282  -0.56
C  -3.1267  -0.2531  -1.9079  -0.05
C  1.6691  0.8406  -1.2950  -0.19
C  -4.4717  -0.5140  -1.7478  0.01
H  2.7829  5.1675  -0.2228  0.11
H  -2.6621  -0.3416  -2.8768  0.12
H  3.2639  -2.5924  -1.8007  0.15
H  0.5567  -4.1083  -1.3547  0.09
H  -3.8213  1.6322  2.6937  0.10
H  3.6416  0.2368  -1.8807  0.10
H  -5.0758  -0.8197  -2.5864  0.12
H  1.2277  -2.9302  -2.5227  0.08
H  6.9326  -0.8148  2.7791  0.09
H  -2.3924  0.5802  1.2702  0.12
H  -7.2859  0.4686  0.9561  0.10
H  -8.2551  -0.8440  0.2423  0.09
H  4.6507  2.4467  -1.4054  0.12
H  6.1398  0.7186  2.4297  0.09
H  -3.4516  -0.0455  3.1923  0.10
H  5.3459  -0.4553  3.4949  0.09
H  -6.9442  -1.2261  1.3864  0.09
H  -4.9658  0.7290  3.7186  0.10
H  3.2334  -1.5344  1.9630  0.11
H  0.8229  3.9468  -0.2175  0.13